Density functional theory data (the ωB97M-V functional and the def2-TZVPD basis) for a structure of composition C40H37AsN11O3S2Tc.

Positions of all 95 atoms, in Å:
Tc1 -0.783 1.425 -0.684
C1 -3.691 4.361 0.471
C2 -3.831 5.202 -0.635
C3 -3.212 4.854 -1.809
C4 -2.436 3.695 -1.892
N1 -2.209 2.933 -0.781
C5 -2.883 3.267 0.362
N2 -2.040 3.334 -3.152
C6 -1.412 2.278 -3.490
N3 -0.786 1.320 -2.643
C7 -0.196 0.326 -3.498
N4 0.648 -0.585 -3.257
C8 1.588 -0.911 -2.330
C9 2.680 -1.651 -2.787
C10 3.750 -1.946 -1.975
C11 3.741 -1.491 -0.660
C12 2.642 -0.822 -0.199
N5 1.590 -0.563 -1.016
C13 -0.627 0.613 -4.871
C14 -0.361 -0.067 -6.045
C15 -0.750 0.542 -7.231
C16 -1.384 1.789 -7.233
C17 -1.659 2.458 -6.048
C18 -1.269 1.840 -4.874
H1 -4.195 4.560 1.407
H2 -4.446 6.091 -0.577
H3 -3.340 5.422 -2.719
H4 -2.765 2.606 1.207
H5 2.648 -1.951 -3.824
H6 4.591 -2.507 -2.359
H7 4.568 -1.672 0.011
H8 2.549 -0.454 0.809
H9 0.124 -1.034 -6.038
H10 -0.550 0.051 -8.173
H11 -1.665 2.237 -8.176
H12 -2.146 3.423 -6.043
N6 -2.005 -0.002 0.423
N7 -1.918 0.184 1.828
C19 -0.977 1.023 2.299
N8 -0.731 1.116 3.583
N9 -0.406 1.744 1.318
N10 0.656 2.600 1.479
O1 1.129 2.847 2.551
O2 1.026 3.027 0.379
H13 -2.992 -0.013 0.170
H14 -1.586 -0.912 0.194
H15 -2.196 -0.626 2.398
H16 -1.248 0.571 4.257
H17 -0.053 1.790 3.909
O3 0.502 -0.073 -0.397
As1 0.363 -2.604 1.590
C20 1.481 -3.587 2.828
C21 2.842 -3.294 2.846
C22 3.700 -3.998 3.680
C23 3.197 -4.990 4.511
C24 1.841 -5.283 4.500
C25 0.979 -4.578 3.668
C26 0.488 -3.665 -0.037
C27 1.402 -4.709 -0.153
C28 1.479 -5.443 -1.332
C29 0.654 -5.138 -2.406
C30 -0.248 -4.087 -2.306
C31 -0.318 -3.350 -1.131
C32 -1.412 -3.059 2.267
C33 -2.368 -3.783 1.565
C34 -3.619 -4.034 2.132
C35 -3.922 -3.567 3.401
C36 -2.972 -2.842 4.117
C37 -1.731 -2.581 3.548
H18 3.242 -2.512 2.210
H19 4.757 -3.766 3.691
H20 3.862 -5.527 5.175
H21 1.451 -6.067 5.136
H22 -0.075 -4.820 3.670
H23 2.042 -4.967 0.682
H24 2.179 -6.266 -1.405
H25 0.710 -5.719 -3.317
H26 -0.894 -3.842 -3.140
H27 -1.016 -2.517 -1.082
H28 -2.137 -4.184 0.585
H29 -4.348 -4.616 1.583
H30 -4.884 -3.787 3.847
H31 -3.194 -2.506 5.122
H32 -0.969 -2.062 4.126
S1 -0.580 5.604 1.480
C38 0.976 6.246 1.611
N11 1.761 6.572 0.603
C39 3.129 7.001 0.915
C40 3.108 7.443 2.379
S2 1.697 6.577 3.144
H33 1.469 6.386 -0.347
H34 3.415 7.823 0.263
H35 3.816 6.171 0.753
H36 2.945 8.513 2.488
H37 4.018 7.165 2.902

Forces on atoms 1 to 2 (eV/Å):
0.2 -0.6 0.4
0.0 0.0 0.0

## Properties
total charge: +3
multiplicity: 4
calculated total energy: -149292.6979 eV
F_max: 0.995 eV/Å
frontier orbital gap (spin up / spin down): 4.07 / 3.83 eV
LUMO (spin up / spin down): -10.44 / -10.66 eV